ORCA calculation (the ωB97M-V functional and the def2-TZVPD basis) on one molecule with the formula C18H23N5O4 in a non-equilibrium geometry.

Last column: Löwdin charge in e.
Cartesian coordinates (Å):
C (2.249, -4.714, -3.955)  0.00
C (1.603, -3.485, -3.346)  -0.52
O (0.412, -3.274, -3.383)  0.06
N (2.513, -2.659, -2.755)  0.11
C (2.242, -1.477, -2.047)  -0.23
C (3.120, -1.072, -1.046)  -0.02
C (2.862, 0.054, -0.290)  0.00
C (1.708, 0.798, -0.525)  -0.21
C (0.863, 0.426, -1.569)  -0.02
C (1.124, -0.698, -2.325)  -0.02
H (0.460, -0.984, -3.124)  0.11
H (-0.017, 1.020, -1.765)  0.11
N (1.334, 1.909, 0.234)  0.14
C (2.047, 2.546, 1.188)  -0.46
O (3.184, 2.289, 1.523)  0.07
C (1.265, 3.698, 1.834)  -0.04
C (0.145, 3.176, 2.693)  -0.31
N (-0.657, 2.379, 2.122)  0.08
N (-1.729, 1.825, 2.712)  0.08
C (-2.559, 0.958, 2.079)  -0.36
O (-3.529, 0.506, 2.658)  0.08
C (-2.210, 0.629, 0.627)  -0.36
O (-1.746, 1.471, -0.132)  0.04
N (-2.490, -0.618, 0.244)  -0.02
C (-3.015, -1.706, 1.050)  -0.15
C (-2.778, -2.944, 0.187)  -0.16
H (-3.479, -3.743, 0.418)  0.11
C (-2.934, -2.401, -1.231)  -0.15
C (-2.260, -1.040, -1.132)  -0.12
H (-2.664, -0.294, -1.819)  0.13
H (-1.185, -1.129, -1.308)  0.10
H (-2.456, -3.029, -1.979)  0.11
H (-3.990, -2.291, -1.479)  0.11
H (-1.763, -3.314, 0.332)  0.12
H (-2.510, -1.759, 2.016)  0.13
H (-4.082, -1.549, 1.234)  0.13
H (-1.990, 2.058, 3.673)  0.15
C (0.124, 3.653, 4.116)  -0.01
H (0.059, 4.740, 4.136)  0.09
H (1.057, 3.364, 4.599)  0.09
H (-0.704, 3.244, 4.690)  0.06
H (0.856, 4.322, 1.039)  0.13
H (1.959, 4.285, 2.433)  0.12
H (0.355, 2.170, 0.133)  0.11
H (3.542, 0.354, 0.489)  0.10
H (4.010, -1.653, -0.847)  0.11
H (3.462, -2.997, -2.677)  0.14
H (3.010, -4.423, -4.675)  0.08
H (1.488, -5.306, -4.456)  0.08
H (2.713, -5.318, -3.178)  0.08

ΔE to the lowest compared entry with this formula, charge and spin, kcal per mole: 32.84
Electronic energy, eV: -34680.936

---

ORCA calculation (the ωB97M-V functional and the def2-TZVPD basis) on a 2-piece molecular cluster, C18H23N6O3 overall in a non-equilibrium geometry.

Last column: Löwdin charge in e.
Cartesian coordinates (Å):
O (-0.680, -0.524, 0.642)  0.04
O (-1.191, 4.121, -4.019)  0.06
O (1.118, 3.104, 0.446)  0.03
N (-0.573, -4.198, 2.178)  0.16
C (-0.743, -1.660, 1.098)  -0.41
C (-0.489, 3.822, -3.070)  -0.54
C (0.090, 2.760, -0.139)  -0.45
C (0.102, -3.206, 2.703)  -0.34
C (2.498, -0.758, -1.157)  0.01
C (2.277, 0.577, -0.964)  -0.19
C (3.337, -0.192, 0.819)  -0.03
C (-2.998, -4.872, -0.522)  -0.05
C (-3.119, -3.605, -1.105)  -0.06
C (-2.139, -5.058, 0.567)  0.00
C (-2.382, -2.529, -0.598)  0.00
C (-1.400, -3.990, 1.080)  -0.22
C (-1.522, -2.725, 0.496)  -0.09
N (0.069, -1.932, 2.163)  0.18
N (3.167, -1.225, -0.037)  0.12
N (-1.129, 3.112, 0.284)  0.04
N (-0.567, 2.583, -2.573)  0.10
N (2.790, 0.913, 0.273)  0.18
C (0.451, 4.859, -2.484)  0.03
C (0.924, -3.463, 3.925)  -0.01
C (-1.401, 3.933, 1.464)  -0.04
C (1.575, 1.524, -1.911)  -0.04
C (0.163, 1.956, -1.454)  -0.20
H (2.204, -1.334, -2.029)  0.15
H (3.815, -0.242, 1.793)  0.16
H (-3.573, -5.709, -0.909)  0.11
H (-3.791, -3.460, -1.946)  0.11
H (-2.042, -6.034, 1.033)  0.12
H (-2.489, -1.545, -1.045)  0.11
H (0.348, -1.143, 2.730)  0.16
H (3.478, -2.182, 0.106)  0.18
H (-1.919, 2.798, -0.260)  0.15
H (-1.235, 2.009, -3.068)  0.15
H (2.662, 1.833, 0.703)  0.16
H (1.470, 4.484, -2.466)  0.07
H (0.417, 5.748, -3.115)  0.10
H (0.129, 5.135, -1.482)  0.08
H (1.836, -2.862, 3.914)  0.07
H (0.345, -3.212, 4.818)  0.09
H (1.198, -4.521, 3.979)  0.09
H (-0.918, 3.502, 2.343)  0.09
H (-2.477, 3.989, 1.644)  0.09
H (-1.013, 4.942, 1.312)  0.09
H (2.204, 2.405, -2.042)  0.12
H (1.496, 1.038, -2.886)  0.14
H (-0.373, 1.033, -1.238)  0.13

Net charge: +1
Electronic energy, eV: -34118.906

---

ORCA calculation (the ωB97M-V functional and the def2-TZVPD basis) on one molecule with the formula C18H23N7O3S in a non-equilibrium geometry.

Last column: Löwdin charge in e.
Cartesian coordinates (Å):
C (-4.932, -1.988, -1.801)  -0.02
C (-4.511, -1.507, -0.453)  -0.32
N (-3.228, -1.636, -0.140)  0.10
C (-2.846, -1.217, 1.060)  -0.69
N (-3.617, -0.652, 1.977)  0.06
C (-4.894, -0.520, 1.665)  -0.12
C (-5.410, -0.939, 0.449)  -0.01
H (-6.454, -0.830, 0.206)  0.11
H (-5.515, -0.061, 2.424)  0.11
S (-1.163, -1.390, 1.494)  1.00
C (-0.511, -2.257, 0.026)  -0.41
H (-1.294, -2.923, -0.330)  0.07
H (0.343, -2.833, 0.378)  0.06
C (-0.067, -1.322, -1.098)  -0.17
N (0.874, -0.331, -0.643)  0.04
C (0.797, 1.026, -0.559)  -0.29
N (1.941, 1.575, -0.162)  0.21
C (2.785, 0.544, 0.033)  -0.21
C (2.166, -0.660, -0.246)  -0.06
C (2.855, -1.902, -0.144)  -0.37
O (2.425, -3.021, -0.377)  0.05
N (4.179, -1.723, 0.274)  0.03
C (4.822, -0.533, 0.576)  -0.43
O (5.981, -0.500, 0.935)  0.07
N (4.078, 0.620, 0.442)  0.01
C (4.670, 1.906, 0.736)  0.00
H (4.139, 2.377, 1.562)  0.10
H (5.711, 1.739, 1.003)  0.09
H (4.600, 2.549, -0.141)  0.09
C (4.955, -2.945, 0.405)  -0.01
H (4.986, -3.460, -0.555)  0.10
H (5.958, -2.679, 0.727)  0.09
H (4.481, -3.601, 1.135)  0.10
N (-0.256, 1.791, -0.981)  -0.04
C (0.012, 3.225, -1.028)  -0.13
H (1.042, 3.379, -1.345)  0.12
C (-0.220, 3.867, 0.342)  -0.18
H (-0.113, 4.951, 0.288)  0.13
O (-1.534, 3.624, 0.800)  -0.13
C (-1.793, 2.243, 0.876)  -0.19
C (-1.608, 1.568, -0.489)  -0.13
H (-1.826, 0.510, -0.402)  0.06
H (-2.294, 2.016, -1.215)  0.14
H (-2.823, 2.137, 1.222)  0.12
H (-1.120, 1.765, 1.605)  0.12
H (0.513, 3.458, 1.052)  0.12
H (-0.676, 3.656, -1.760)  0.13
H (-0.917, -0.831, -1.570)  0.11
H (0.439, -1.944, -1.846)  0.14
H (-5.400, -1.179, -2.359)  0.08
H (-4.069, -2.356, -2.349)  0.08
H (-5.661, -2.790, -1.697)  0.09

Electronic energy, eV: -46449.614

---

ORCA calculation (the ωB97M-V functional and the def2-TZVPD basis) on one molecule with the formula C18H23NO2 in a non-equilibrium geometry.

Last column: Löwdin charge in e.
Cartesian coordinates (Å):
C (-3.193, 1.628, -0.876)  -0.02
C (-1.955, 0.961, -1.367)  -0.27
N (-1.627, 1.183, -2.614)  0.10
O (-0.552, 0.429, -2.907)  0.03
C (-0.209, -0.295, -1.827)  -0.16
C (-1.043, 0.029, -0.773)  -0.03
C (-1.000, -0.573, 0.614)  -0.42
C (0.431, -0.799, 1.153)  -0.10
H (0.755, -1.767, 0.767)  0.11
C (1.532, 0.210, 0.818)  -0.16
H (2.364, 0.019, 1.500)  0.12
C (1.177, 1.693, 0.881)  -0.20
C (0.922, 2.247, 2.280)  -0.20
H (1.815, 2.098, 2.892)  0.11
H (0.770, 3.326, 2.184)  0.11
C (-0.283, 1.656, 3.017)  -0.19
H (-0.494, 2.307, 3.869)  0.11
H (-0.031, 0.680, 3.428)  0.10
C (-1.539, 1.551, 2.145)  -0.18
C (-1.888, 0.143, 1.655)  -0.12
H (-1.907, -0.521, 2.525)  0.13
H (-2.907, 0.166, 1.260)  0.10
H (-1.442, 2.240, 1.308)  0.09
H (-2.400, 1.883, 2.733)  0.11
H (0.319, 1.886, 0.238)  0.09
H (2.019, 2.249, 0.459)  0.11
H (1.897, 0.005, -0.190)  0.09
H (0.346, -0.918, 2.232)  0.11
O (-1.529, -1.907, 0.506)  -0.02
H (-2.462, -1.854, 0.266)  0.11
C (0.878, -1.249, -2.037)  -0.16
C (1.986, -0.861, -2.788)  -0.02
C (3.005, -1.760, -3.038)  -0.07
C (2.921, -3.057, -2.556)  -0.08
C (1.809, -3.454, -1.833)  -0.07
C (0.785, -2.560, -1.576)  -0.02
H (-0.092, -2.874, -1.032)  0.11
H (1.733, -4.469, -1.472)  0.11
H (3.718, -3.759, -2.752)  0.10
H (3.865, -1.451, -3.613)  0.10
H (2.044, 0.150, -3.163)  0.12
H (-3.580, 2.234, -1.691)  0.08
H (-3.946, 0.887, -0.608)  0.08
H (-3.012, 2.266, -0.017)  0.07

ΔE to the lowest compared entry with this formula, charge and spin, kcal per mole: 39.63
Electronic energy, eV: -24623.425